The following is a DFT calculation (ωB97M-V/def2-TZVPD) of a molecular structure, C3H18O6.

For the energy relative to the best compared isomer or geometry (same formula, charge and spin), the calculation gives 582.04 kJ/mol. As for the total energy: -576.322961 a.u.

```
! wB97M-V def2-TZVPD RIJCOSX def2/J DEFGRID3
* xyz 0 1
O -2.602 -1.699 1.372
H -1.853 -1.539 0.798
H -2.779 -0.850 1.778
O -1.006 -1.358 0.075
H -0.805 -0.454 -0.165
H -0.513 -1.888 -0.552
O 0.291 -2.141 -1.469
H 0.161 -3.087 -1.402
H 1.238 -2.035 -1.566
O -1.572 2.213 0.600
H -2.079 2.617 -0.105
H -1.026 1.562 0.160
O 0.343 -2.107 2.002
H 0.879 -2.733 1.515
H -0.113 -1.605 1.327
C 1.088 2.271 -1.047
C 0.818 0.830 -0.657
C 1.419 0.628 0.773
O -0.592 0.587 -0.662
H 0.399 2.660 -1.797
H 2.098 2.575 -1.321
H 0.863 2.845 -0.148
H 1.431 0.197 -1.300
H 1.509 -0.415 1.077
H 0.866 1.176 1.536
H 2.427 1.042 0.744
H -0.890 0.710 -1.566
*
```